The following is a quantum chemistry calculation of C32H46BrClOOsP4 as an isolated structure, from the OMol25 dataset.

## Properties
charge = +2
2S+1 = 5
E_HOMO (alpha / beta) = -0.29312 / -0.46969 Eh
energy = -5811.843507 Ha
gap between HOMO and LUMO (alpha / beta) = 2.5 / 4.1 eV
<S²> = 6.038
energy above the lowest of the compared OMol25 structures with the same formula, charge and spin = 0.458 eV

Structure (XYZ):
```
86
C32H46BrClOOsP4 (wB97M-V/def2-TZVPD)
P -1.618 -0.928 -2.666
C -3.344 -1.055 -3.290
C -3.856 -0.283 -4.330
H -3.226 0.447 -4.818
C -5.171 -0.446 -4.745
H -5.557 0.163 -5.552
C -5.987 -1.387 -4.133
H -7.011 -1.514 -4.460
C -5.484 -2.162 -3.096
H -6.115 -2.894 -2.610
C -4.176 -1.990 -2.671
H -3.793 -2.586 -1.852
C -1.024 0.583 -3.531
C -1.303 1.812 -2.931
H -1.837 1.836 -1.988
C -0.907 2.998 -3.529
H -1.136 3.943 -3.054
C -0.206 2.972 -4.728
H 0.112 3.897 -5.191
C 0.089 1.755 -5.325
H 0.636 1.728 -6.258
C -0.321 0.567 -4.734
H -0.094 -0.376 -5.211
C -0.780 -2.255 -3.625
C -1.364 -2.931 -4.694
H -2.370 -2.684 -5.000
C -0.660 -3.919 -5.370
H -1.127 -4.438 -6.197
C 0.636 -4.238 -4.992
H 1.183 -5.007 -5.521
C 1.226 -3.568 -3.928
H 2.235 -3.816 -3.623
C 0.520 -2.592 -3.244
H 0.979 -2.083 -2.405
Os -0.007 -0.005 3.437
C 1.743 0.958 3.004
C 2.157 1.200 1.733
H 2.354 1.287 3.839
C 1.225 0.726 0.652
O 1.916 -0.151 -0.244
H 1.313 -0.397 -0.958
C 0.130 0.074 1.406
H 0.807 1.571 0.088
C -0.913 -0.606 1.683
Cl -2.081 -1.074 4.371
P 1.137 -2.121 3.733
P -1.289 2.041 3.681
C 0.527 -3.114 5.124
H -0.522 -3.339 4.969
H 0.614 -2.533 6.036
H 1.104 -4.032 5.210
C 1.021 -3.216 2.276
H 1.431 -2.712 1.405
H -0.024 -3.446 2.088
H 1.563 -4.143 2.446
C 2.928 -1.951 4.034
H 3.075 -1.317 4.904
H 3.395 -1.484 3.171
H 3.389 -2.919 4.212
C -2.059 2.267 5.308
H -1.287 2.343 6.066
H -2.668 1.397 5.527
H -2.671 3.167 5.309
C -0.335 3.575 3.408
H 0.105 3.564 2.415
H 0.466 3.620 4.142
H -0.963 4.457 3.513
C -2.674 2.120 2.496
H -3.305 1.251 2.658
H -2.298 2.095 1.477
H -3.259 3.025 2.641
P 3.699 1.938 1.306
C 4.461 2.693 2.759
C 3.471 3.217 0.046
H 4.675 1.937 3.508
H 3.793 3.436 3.186
H 5.393 3.172 2.470
H 3.040 2.772 -0.846
H 4.428 3.663 -0.213
H 2.806 3.991 0.419
C 4.882 0.744 0.629
H 5.097 -0.012 1.380
H 5.807 1.239 0.343
H 4.437 0.263 -0.236
H -1.778 -1.181 1.418
Br 0.592 0.406 5.876
```